1.
17
Properties=species:S:1:pos:R:3 method="wB97M-V/def2-TZVPD" largest_force_ev_per_a=4.64 energy_ha=-723.981328 orbital_gap_ev=9.140 relative_energy_kcal_mol=86.9 e_lumo_ev=0.72
C -3.571 0.020 -0.400
C -2.074 -0.218 -0.534
C -1.520 -0.198 -1.900
C -1.372 -0.069 0.539
O 0.047 -0.045 0.431
C 0.850 0.250 1.449
N 2.129 0.416 1.310
S 2.917 -0.089 -0.171
H -3.825 0.788 -1.103
H -3.860 0.312 0.651
H -4.029 -0.975 -0.598
H -0.524 0.446 -2.113
H -1.515 -1.349 -2.090
H -2.420 0.214 -2.700
H -1.643 0.206 1.615
H 0.343 0.569 2.419
H 1.640 -0.051 -0.878

***

2.
86
Properties=species:S:1:pos:R:3 method="wB97M-V/def2-TZVPD" largest_force_ev_per_a=8.64 total_charge=+2 energy_ha=-2155.453936 multiplicity=2 orbital_gap_ev="3.998 / 4.217" s_squared=0.752 e_lumo_ev="-9.66 / -9.44"
Hf 1.146 -0.962 -3.194
O 1.709 -1.852 0.916
C 1.446 -1.416 -0.322
O 0.469 -1.734 -0.997
O 2.209 -0.707 -1.016
H 2.499 -1.329 1.073
C -6.858 -1.130 -1.077
O -7.066 -0.709 0.302
C -5.852 -0.422 0.942
C -4.786 -1.503 0.989
O -4.086 -1.460 -0.232
C -3.041 -2.443 -0.499
H -7.791 -1.185 -1.638
H -6.427 -2.129 -1.145
H -6.121 -0.467 -1.532
H -6.013 -0.079 1.964
H -5.503 0.486 0.450
H -5.241 -2.470 1.202
H -4.234 -1.381 1.922
H -2.467 -2.131 -1.372
H -3.479 -3.440 -0.553
H -2.241 -2.444 0.241
C 5.056 1.722 -0.206
O 4.642 2.611 0.769
C 3.591 2.057 1.629
C 4.063 0.919 2.517
O 4.183 -0.332 1.889
C 4.628 -1.350 2.714
H 4.244 1.187 -0.698
H 5.785 0.971 0.099
H 5.559 2.232 -1.027
H 2.726 1.788 1.024
H 3.235 2.858 2.276
H 3.305 0.932 3.300
H 5.023 1.255 2.911
H 4.792 -2.200 2.053
H 3.925 -1.677 3.481
H 5.599 -1.179 3.179
O 0.682 3.228 1.469
C -0.187 2.346 1.618
O 0.070 1.132 1.157
C -1.046 0.268 1.277
C -2.123 1.056 1.881
C -1.592 2.404 2.243
H -0.756 -0.521 1.972
H -1.377 -0.166 0.333
H -2.410 0.629 2.842
H -2.975 1.122 1.205
H -1.528 2.541 3.322
H -2.102 3.275 1.833
O -0.895 0.322 -2.480
C -1.837 1.085 -2.447
O -1.698 2.392 -2.014
C -2.919 3.163 -2.150
C -4.036 2.071 -2.286
C -3.283 0.852 -2.828
H -2.868 3.680 -3.108
H -3.101 3.853 -1.327
H -4.797 2.385 -3.000
H -4.455 1.885 -1.297
H -3.336 0.692 -3.905
H -3.567 -0.118 -2.419
O 3.808 -6.817 1.029
C 2.763 -6.220 1.001
O 1.862 -6.435 0.053
C 0.839 -5.467 0.135
C 0.761 -5.191 1.614
C 2.277 -5.156 1.933
H -0.132 -5.854 -0.174
H 0.972 -4.620 -0.539
H 0.241 -5.871 2.288
H 0.223 -4.250 1.732
H 2.589 -5.332 2.963
H 2.832 -4.307 1.534
O 1.562 1.394 -2.481
C 2.281 2.456 -2.374
O 3.403 2.678 -3.142
C 3.903 3.969 -3.131
C 2.942 4.723 -2.269
C 2.137 3.672 -1.461
H 3.997 4.337 -4.153
H 4.887 3.912 -2.665
H 2.267 5.359 -2.842
H 3.408 5.324 -1.488
H 1.083 3.866 -1.263
H 2.603 3.363 -0.525

***

3.
8
Properties=species:S:1:pos:R:3 method="wB97M-V/def2-TZVPD" largest_force_ev_per_a=3.48 total_charge=-1 energy_ha=-415.800872 orbital_gap_ev=8.470 relative_energy_kcal_mol=82.8 e_lumo_ev=3.87
C 0.709 0.820 -0.784
C -1.264 -0.459 0.607
C 0.371 -0.293 0.003
O -1.387 -1.206 1.531
O 0.741 1.514 -1.715
O -1.925 0.378 0.043
O 1.087 0.816 0.561
H 1.667 -1.570 -0.247

***

4.
69
Properties=species:S:1:pos:R:3 method="wB97M-V/def2-TZVPD" largest_force_ev_per_a=2.31 total_charge=-1 energy_ha=-1404.151313 orbital_gap_ev=4.701 relative_energy_kcal_mol=0.0 e_lumo_ev=1.96
N 0.278 0.337 -0.681
H -0.649 0.539 -0.303
H 1.017 0.774 -0.066
H 0.294 0.764 -1.624
H 0.427 -0.684 -0.731
C 2.371 2.170 0.775
O 2.242 0.886 1.076
O 3.544 2.665 0.703
O 1.304 2.893 0.562
O 1.069 -2.300 -0.879
H 1.416 -2.667 -1.698
H 1.291 -2.942 -0.194
O 0.415 1.290 -3.276
H 0.330 2.235 -3.449
H 0.234 0.864 -4.120
O -2.619 0.708 -0.890
H -2.356 1.441 -0.290
H -2.649 -0.081 -0.325
O -1.840 -1.198 1.007
H -2.089 -1.084 1.932
H -1.938 -2.142 0.839
C 3.622 0.295 -2.667
C 4.365 -0.468 -1.563
C 5.032 -1.754 -2.013
O 5.259 0.464 -0.993
H 4.317 0.512 -3.489
H 3.185 1.205 -2.262
H 2.780 -0.249 -3.120
H 3.573 -0.710 -0.848
H 4.364 -2.506 -2.434
H 5.565 -2.170 -1.155
H 5.804 -1.523 -2.759
H 5.856 0.733 -1.701
C -1.326 2.159 2.779
C -1.910 3.173 1.799
C -1.417 4.553 2.145
O -1.408 2.797 0.509
H -1.653 1.128 2.641
H -1.513 2.404 3.836
H -0.233 2.184 2.733
H -3.001 3.094 1.806
H -1.759 4.911 3.124
H -1.710 5.351 1.455
H -0.324 4.611 2.158
H -0.418 2.794 0.610
C -0.119 -2.144 4.124
C 0.339 -0.875 3.431
C 1.095 0.036 4.375
O 1.224 -1.314 2.419
H -0.689 -2.817 3.473
H -0.782 -1.973 4.978
H 0.762 -2.705 4.441
H -0.518 -0.383 2.958
H 2.095 -0.340 4.587
H 0.559 0.208 5.317
H 1.239 1.031 3.946
H 1.592 -0.537 1.936
C -4.989 -2.838 -2.522
C -3.986 -1.831 -3.077
C -2.572 -1.977 -2.567
O -4.093 -1.887 -4.499
H -5.998 -2.568 -2.827
H -4.896 -2.868 -1.438
H -4.758 -3.818 -2.952
H -4.394 -0.861 -2.763
H -2.500 -2.024 -1.485
H -2.035 -1.070 -2.862
H -2.044 -2.793 -3.066
H -3.674 -1.111 -4.884

***

5.
18
Properties=species:S:1:pos:R:3 method="wB97M-V/def2-TZVPD" largest_force_ev_per_a=4.60 energy_ha=-781.147615 multiplicity=3 orbital_gap_ev="4.819 / 5.186" s_squared=2.012 e_lumo_ev="0.43 / -3.86"
C -0.435 -2.662 -0.511
C -0.291 -1.421 -0.991
C 0.859 0.632 -0.127
C 1.518 1.165 1.055
C -0.374 -0.306 -0.040
C -1.819 0.802 -0.275
O 0.707 2.052 0.187
O 2.863 1.433 1.204
F -2.065 1.130 -1.519
I -3.486 -0.116 0.654
H -0.592 -3.511 -1.237
H -0.405 -2.771 0.501
H -0.277 -1.199 -2.105
H 1.407 0.470 -1.123
H 1.139 0.970 2.044
H -0.528 -0.668 0.960
H -1.322 1.714 0.280
H 3.100 2.285 1.042

***

6.
88
Properties=species:S:1:pos:R:3 method="wB97M-V/def2-TZVPD" largest_force_ev_per_a=3.22 total_charge=+2 energy_ha=-5006.276431 orbital_gap_ev="5.980 / 5.715" relative_energy_kcal_mol=97.9 e_lumo_ev="-6.76 / -6.55"
C -0.779 6.771 -4.099
C -1.060 5.412 -4.371
C -1.255 5.044 -5.748
C -1.074 6.034 -6.750
N -0.823 7.311 -6.431
C -0.625 7.675 -5.169
C -1.237 4.494 -3.258
C -1.608 3.851 -2.263
C -1.616 2.602 -1.571
C -0.339 2.036 -1.447
C -0.088 0.649 -1.275
C -1.360 -0.230 -0.886
C -2.589 0.587 -0.712
C -2.781 1.853 -1.283
Be 0.271 1.189 0.360
P 2.124 -0.589 0.895
H -1.656 4.074 -6.098
H -0.791 7.196 -3.100
H -1.144 5.840 -7.844
H -0.357 8.738 -5.046
H -3.811 2.252 -1.343
H 0.552 2.678 -1.503
H -3.524 0.236 -0.199
H 0.885 0.321 -1.748
C 2.042 -1.983 2.194
C 2.815 -3.242 1.843
H 0.984 -2.218 2.376
H 2.385 -1.545 3.141
H 2.611 -4.013 2.593
H 2.497 -3.616 0.863
H 3.908 -3.139 1.821
C 2.538 -1.314 -0.749
C 3.043 -0.510 -1.978
H 1.668 -1.882 -1.071
H 3.266 -2.089 -0.517
H 3.649 -1.216 -2.624
H 2.236 -0.145 -2.689
H 3.660 0.360 -1.616
C 3.677 0.180 1.338
C 4.856 -0.777 1.242
H 3.596 0.569 2.360
H 3.728 1.022 0.642
H 5.786 -0.307 1.577
H 4.692 -1.607 1.932
H 5.038 -1.150 0.230
Br -1.052 -1.058 0.764
P -2.042 -2.377 -2.118
C -0.314 -2.825 -1.784
C -0.120 -4.338 -1.948
H -0.172 -2.464 -0.747
H 0.326 -2.237 -2.462
H 0.948 -4.626 -1.895
H -0.695 -4.885 -1.175
H -0.504 -4.640 -2.941
C -3.253 -2.586 -0.788
C -4.470 -3.345 -1.309
H -3.546 -1.619 -0.392
H -2.815 -3.172 0.025
H -5.119 -3.622 -0.479
H -5.060 -2.753 -2.010
H -4.179 -4.270 -1.810
C -2.238 -1.115 -3.367
C -3.066 -1.605 -4.592
H -1.271 -0.650 -3.626
H -2.830 -0.329 -2.889
H -3.501 -0.742 -5.121
H -2.505 -2.191 -5.341
H -3.905 -2.217 -4.200
C -1.519 -1.571 5.916
C -0.397 -1.435 4.880
N -0.524 -0.199 4.000
C 0.469 0.683 3.744
S 0.364 1.763 2.385
N 1.438 0.775 4.715
C 1.031 1.219 6.076
C 2.245 1.526 6.908
H -1.708 -0.606 6.401
H -1.302 -2.326 6.696
H -2.445 -1.898 5.424
H 0.583 -1.516 5.381
H -0.445 -2.320 4.217
H -1.107 -0.396 3.171
H 2.320 1.210 4.439
H 0.377 2.099 5.988
H 0.422 0.425 6.506
H 2.691 2.458 6.560
H 1.936 1.670 7.943
H 2.962 0.701 6.835

***

7.
74
Properties=species:S:1:pos:R:3 method="wB97M-V/def2-TZVPD" largest_force_ev_per_a=2.85 total_charge=+3 energy_ha=-3174.293984 multiplicity=2 orbital_gap_ev="3.153 / 3.061" s_squared=0.757 relative_energy_kcal_mol=0.0 e_lumo_ev="-11.45 / -11.53"
Ti 0.012 0.095 -0.119
P 1.823 -1.350 -1.075
P 1.154 -0.175 2.123
P -0.733 0.716 -2.402
H 1.325 2.408 0.922
C 0.480 2.308 0.222
C -0.836 2.032 0.706
H -1.028 1.944 1.785
C 3.379 -0.447 -1.407
C 2.395 -2.775 -0.061
C 1.496 -2.227 -2.657
C 0.579 0.909 3.478
C 0.945 -1.802 2.918
C 2.956 0.116 2.214
C -1.910 2.119 -2.447
C -1.607 -0.543 -3.385
C 0.678 1.197 -3.483
H 0.612 2.876 -0.709
H -1.716 2.346 0.126
H 4.103 -1.162 -1.826
H 3.767 -0.020 -0.472
H 3.187 0.359 -2.128
H 3.054 -3.379 -0.702
H 1.530 -3.386 0.240
H 2.944 -2.441 0.829
H 2.359 -2.882 -2.840
H 1.367 -1.535 -3.497
H 0.594 -2.846 -2.550
H 1.250 0.754 4.327
H -0.443 0.658 3.767
H 0.599 1.957 3.182
H 1.607 -1.849 3.791
H 1.204 -2.623 2.248
H -0.093 -1.942 3.233
H 3.250 0.175 3.269
H 3.196 1.067 1.729
H 3.532 -0.669 1.718
H -2.151 2.381 -3.483
H -1.497 3.008 -1.958
H -2.831 1.831 -1.929
H -1.906 -0.141 -4.361
H -2.505 -0.853 -2.835
H -0.971 -1.420 -3.542
H 0.326 1.587 -4.449
H 1.357 0.355 -3.661
H 1.252 1.975 -2.963
C 0.522 6.169 -3.596
C 1.586 6.687 -4.354
C 1.933 8.039 -4.248
C 1.176 8.902 -3.444
C 0.012 8.423 -2.819
C -0.337 7.076 -2.935
S 0.105 4.498 -3.608
H 1.265 3.813 -3.301
H 2.105 6.024 -5.039
H 2.787 8.446 -4.793
H 1.463 9.953 -3.321
H -0.628 9.101 -2.244
H -1.279 6.704 -2.533
C -1.684 -3.603 0.904
C -1.679 -2.507 -0.137
O -1.554 -1.149 0.430
C -2.438 -0.902 1.574
C -3.889 -1.036 1.165
H -0.842 -3.508 1.595
H -1.579 -4.554 0.368
H -2.623 -3.616 1.466
H -0.823 -2.616 -0.815
H -2.574 -2.530 -0.772
H -2.175 -1.607 2.379
H -2.209 0.107 1.922
H -4.121 -2.077 0.919
H -4.507 -0.720 2.016
H -4.147 -0.387 0.318

***

8.
91
Properties=species:S:1:pos:R:3 method="wB97M-V/def2-TZVPD" largest_force_ev_per_a=1.65 total_charge=-2 energy_ha=-6033.927934 orbital_gap_ev=5.344 e_lumo_ev=4.13
Mg 0.383 -0.624 -1.638
C -1.067 -1.923 2.635
Si -0.415 -0.521 1.527
C -1.708 0.855 1.899
C -1.512 1.622 3.059
C -2.504 2.416 3.605
C -3.766 2.441 3.027
C -3.985 1.724 1.868
C -2.962 0.978 1.268
P -3.276 0.167 -0.358
C -4.915 -0.611 0.024
C -5.989 -0.585 -0.870
C -7.163 -1.276 -0.602
C -7.290 -2.014 0.567
C -6.231 -2.049 1.463
C -5.059 -1.359 1.194
C -3.836 1.504 -1.498
C -4.245 2.794 -1.176
C -4.607 3.691 -2.169
C -4.577 3.316 -3.505
C -4.159 2.037 -3.842
C -3.783 1.148 -2.847
C 1.264 -0.088 2.348
C 1.273 -0.124 3.751
C 2.432 -0.049 4.505
C 3.654 0.024 3.857
C 3.686 0.046 2.474
C 2.519 0.007 1.707
P 2.679 0.188 -0.141
C 2.929 1.968 -0.302
C 3.549 2.478 -1.438
C 3.617 3.842 -1.667
C 3.057 4.707 -0.724
C 2.404 4.217 0.384
C 2.182 2.824 0.542
C 4.365 -0.499 -0.460
C 4.450 -1.804 -0.944
C 5.682 -2.398 -1.189
C 6.850 -1.680 -0.978
C 6.779 -0.368 -0.524
C 5.548 0.217 -0.267
H -1.371 -1.615 3.638
H -0.326 -2.723 2.718
H -1.943 -2.340 2.128
H -0.542 1.613 3.533
H -2.301 3.005 4.492
H -4.566 3.025 3.468
H -4.970 1.729 1.415
H -5.908 -0.006 -1.781
H -7.983 -1.234 -1.310
H -8.206 -2.553 0.779
H -6.319 -2.620 2.380
H -4.242 -1.390 1.906
H -4.226 3.130 -0.149
H -4.885 4.703 -1.899
H -4.838 4.028 -4.278
H -4.088 1.743 -4.882
H -3.398 0.170 -3.115
H 0.337 -0.244 4.282
H 2.381 -0.070 5.588
H 4.582 0.058 4.418
H 4.648 0.098 1.985
H 3.998 1.793 -2.152
H 4.106 4.228 -2.553
H 3.139 5.780 -0.865
H 1.951 4.898 1.096
H 1.949 2.480 1.540
H 3.540 -2.365 -1.122
H 5.718 -3.420 -1.545
H 7.814 -2.137 -1.176
H 7.689 0.202 -0.371
H 5.487 1.245 0.069
O 0.332 2.381 0.183
Se -0.604 2.430 -1.259
O -0.252 3.815 -2.058
O -0.336 -1.089 0.060
O 0.160 1.208 -2.188
Cl 4.579 -6.252 -0.810
C 3.301 -5.183 -1.367
C 3.290 -4.753 -2.682
C 2.283 -3.908 -3.121
C 1.261 -3.447 -2.269
C 0.229 -2.520 -2.698
C 1.323 -3.903 -0.930
C 2.314 -4.758 -0.487
H 4.065 -5.085 -3.362
H 2.284 -3.582 -4.156
H -0.724 -2.717 -2.199
H 0.093 -2.465 -3.779
H 0.575 -3.539 -0.234
H 2.340 -5.080 0.547

***

9.
14
Properties=species:S:1:pos:R:3 method="wB97M-V/def2-TZVPD" largest_force_ev_per_a=0.90 energy_ha=-361.844742 orbital_gap_ev=10.625 relative_energy_kcal_mol=22.7 smiles="C[C@@H](C=O)C(N)=O" e_lumo_ev=0.64
C -0.971 -1.037 1.004
C -0.523 -0.093 -0.189
C -0.884 1.409 -0.108
O -1.968 1.860 -0.402
C 0.976 -0.382 -0.287
N 1.859 0.481 -0.874
O 1.405 -1.388 0.250
H -0.649 -0.629 1.966
H -2.045 -1.161 0.976
H -0.530 -2.046 0.983
H -1.048 -0.439 -1.091
H -0.073 2.116 0.179
H 1.643 1.177 -1.575
H 2.808 0.133 -0.833

***

10.
9
Properties=species:S:1:pos:R:3 method="wB97M-V/def2-TZVPD" largest_force_ev_per_a=11.08 energy_ha=-609.673079 multiplicity=3 orbital_gap_ev="6.547 / 5.044" s_squared=2.032 relative_energy_kcal_mol=47.3 e_lumo_ev="-0.39 / -5.66"
C -3.732 -0.285 1.022
N -3.176 0.374 0.290
O 0.101 1.397 -0.746
O -0.487 -1.446 -0.797
O 0.412 -0.054 1.218
Si -0.228 -0.043 -0.207
H -0.038 1.877 -1.540
H -4.892 -1.217 1.419
H 0.970 0.797 1.433